Here is a structure of composition C7H14FI2NNbO2 from OMol25. Energies are from ωB97M-V/def2-TZVPD.

Element x y z (Å)
C  -0.043  2.472  -0.266
C  0.625  1.450  -1.325
Nb  0.263  -0.755  -0.712
C  2.494  -1.095  -0.260
O  3.085  -2.134  -0.725
N  3.345  -0.186  0.598
C  3.643  -0.815  1.920
O  3.305  -0.286  3.013
F  4.366  -2.056  1.895
C  -1.923  -0.616  -1.185
I  -2.508  -2.497  -2.223
C  -3.005  -0.395  -0.048
C  -2.562  -0.228  1.468
I  -4.136  1.444  -0.578
H  0.739  2.677  0.567
H  -0.938  1.990  0.292
H  -0.360  3.477  -0.712
H  1.768  1.592  -1.370
H  0.213  1.535  -2.391
H  0.136  -0.137  0.993
H  -0.004  -2.507  -0.196
H  0.630  -1.213  -2.432
H  4.276  -0.172  0.129
H  -2.073  0.199  -1.997
H  -3.796  -1.242  -0.091
H  -3.487  -0.451  2.135
H  -1.734  -0.937  1.833
H  -2.317  0.887  1.669

Output
orbital gap = 6.6 eV
charge = -1
energy = -1232.325320 Eh
highest occupied orbital energy = -5.0459 eV
F_max = 6.350 eV Å⁻¹

Atom charges from the Mulliken analysis, given in e for atoms 1 to 8: atom 1 (C): -0.36, atom 2 (C): -0.89, atom 3 (Nb): -0.46, atom 4 (C): 0.36, atom 5 (O): -0.56, atom 6 (N): -0.20, atom 7 (C): 0.53, atom 8 (O): -0.47



Here is a cluster of 2 separate species, C6H10Cl3P in total from OMol25. Energies are from ωB97M-V/def2-TZVPD.

Element x y z (Å)
C  0.732  -0.705  -3.477
C  1.028  0.156  -2.495
C  -0.572  0.585  2.429
C  -1.771  -0.096  0.407
C  0.720  -0.813  0.638
C  -0.311  0.214  0.899
P  0.112  1.845  0.081
Cl  -0.672  -1.723  -3.246
Cl  2.270  1.364  -2.607
Cl  2.015  2.057  0.767
H  1.440  -0.798  -4.344
H  -1.254  1.460  2.449
H  -0.847  -0.251  3.101
H  0.398  0.899  2.975
H  -1.711  -0.180  -0.802
H  -2.429  0.722  0.772
H  -2.019  -1.090  0.852
H  1.867  -0.658  0.738
H  0.522  -1.843  1.209
H  0.481  -1.147  -0.345

Output
orbital gap (spin up / spin down) = 8.5 / 6.6 eV
energy = -1956.388772 Eh
energy above the lowest of the compared OMol25 structures with the same formula, charge and spin = 1.559 eV
highest occupied orbital energy (spin up / spin down) = -9.5699 / -8.1668 eV
F_max = 4.086 eV Å⁻¹

Atom charges from the Mulliken analysis, given in e for atoms 1 to 8: atom 1 (C): -0.22, atom 2 (C): 0.06, atom 3 (C): -1.40, atom 4 (C): -1.39, atom 5 (C): -1.18, atom 6 (C): 0.93, atom 7 (P): 0.21, atom 8 (Cl): -0.16



Here is a structure of composition C11H32FeN2O9P from OMol25. Energies are from ωB97M-V/def2-TZVPD.

Element x y z (Å)
Fe  23.664  -16.216  -11.745
P  21.821  -14.832  -11.980
O  21.682  -16.249  -11.393
O  22.790  -15.134  -13.122
O  22.883  -14.326  -11.047
O  20.608  -13.954  -12.463
C  20.410  -14.789  -8.618
O  21.203  -15.957  -8.909
H  20.455  -14.486  -7.572
H  20.619  -13.924  -9.247
H  19.379  -15.015  -8.891
H  21.403  -16.000  -9.847
C  25.985  -16.702  -8.396
C  25.254  -16.216  -9.703
C  26.264  -15.679  -10.678
O  25.573  -15.451  -11.872
C  26.307  -14.889  -12.957
N  24.582  -17.433  -10.243
H  26.595  -15.876  -8.031
H  26.639  -17.550  -8.601
H  25.302  -16.976  -7.592
H  24.565  -15.419  -9.425
H  26.926  -16.496  -10.966
H  26.729  -14.801  -10.229
H  25.658  -14.477  -13.730
H  26.831  -15.741  -13.390
H  26.950  -14.134  -12.506
H  25.247  -18.145  -10.511
H  24.114  -17.944  -9.508
C  24.486  -17.023  -15.337
C  23.674  -17.988  -14.465
C  23.728  -19.492  -14.816
O  22.893  -20.291  -13.994
C  22.977  -21.703  -14.165
N  24.066  -17.886  -13.053
H  24.312  -17.163  -16.403
H  25.529  -17.178  -15.062
H  24.230  -15.993  -15.087
H  22.639  -17.670  -14.593
H  24.720  -19.895  -14.614
H  23.457  -19.508  -15.872
H  22.628  -22.225  -13.274
H  23.976  -22.113  -14.316
H  22.411  -22.067  -15.022
H  25.056  -18.081  -13.100
H  23.693  -18.774  -12.747
C  19.021  -18.389  -11.104
C  20.040  -19.229  -11.825
O  21.403  -18.859  -11.368
O  19.021  -17.062  -11.666
H  19.265  -18.283  -10.047
H  18.027  -18.831  -11.160
H  19.954  -19.051  -12.896
H  19.949  -20.304  -11.665
H  21.523  -17.912  -11.471
H  19.896  -16.667  -11.643

Output
orbital gap (spin up / spin down) = 5.3 / 5.7 eV
charge = -1
energy = -2830.124311 Eh
2S+1 = 5
highest occupied orbital energy (spin up / spin down) = -3.2677 / -3.5938 eV
F_max = 6.853 eV Å⁻¹
⟨S²⟩ = 6.011

Atom charges from the Mulliken analysis, given in e for atoms 1 to 8: atom 1 (Fe): 0.71, atom 2 (P): 0.43, atom 3 (O): -0.08, atom 4 (O): -0.67, atom 5 (O): -0.82, atom 6 (O): -0.91, atom 7 (C): -0.79, atom 8 (O): -0.61



Here is the molecule C7H10 from OMol25. Energies are from ωB97M-V/def2-TZVPD.

Element x y z (Å)
C  -1.884  0.505  -0.209
C  -1.024  -0.739  -0.356
C  0.275  -0.733  -0.936
C  1.158  0.474  -0.929
C  1.529  0.771  0.507
C  0.935  0.029  1.455
C  -0.071  -1.006  1.133
H  -2.620  0.672  -1.015
H  -2.424  0.343  0.723
H  -1.275  1.409  -0.116
H  -1.620  -1.592  -0.720
H  0.602  -1.612  -1.487
H  0.630  1.354  -1.341
H  2.031  0.329  -1.576
H  2.214  1.585  0.719
H  1.262  0.159  2.499
H  0.281  -1.949  1.649

Output
orbital gap = 8.4 eV
energy = -272.585443 Eh
energy above the lowest of the compared OMol25 structures with the same formula, charge and spin = 3.607 eV
highest occupied orbital energy = -7.3272 eV
F_max = 2.482 eV Å⁻¹

Atom charges from the Mulliken analysis, given in e for atoms 1 to 8: atom 1 (C): -1.26, atom 2 (C): 0.39, atom 3 (C): -0.51, atom 4 (C): -0.79, atom 5 (C): -0.44, atom 6 (C): -0.24, atom 7 (C): -0.64, atom 8 (H): 0.36



Here is the molecule C5H9N from OMol25. Energies are from ωB97M-V/def2-TZVPD.

Element x y z (Å)
C  2.278  0.303  -0.057
N  0.960  0.442  -0.660
C  -0.148  -0.217  -0.127
C  -0.069  -1.357  0.574
C  -2.583  0.298  0.164
C  -1.423  0.436  -0.475
H  2.354  0.784  0.922
H  3.002  0.742  -0.737
H  2.474  -0.759  0.061
H  0.752  1.379  -0.920
H  0.879  -1.832  0.778
H  -0.953  -1.850  0.944
H  -3.419  0.922  -0.116
H  -2.709  -0.415  0.966
H  -1.395  1.122  -1.317

Output
orbital gap = 9.0 eV
structure (SMILES) = C=CC(=C)NC
energy = -250.617486 Eh
energy above the lowest of the compared OMol25 structures with the same formula, charge and spin = 1.346 eV
highest occupied orbital energy = -7.9359 eV
F_max = 0.628 eV Å⁻¹

Atom charges from the Mulliken analysis, given in e for atoms 1 to 8: atom 1 (C): -0.91, atom 2 (N): -0.30, atom 3 (C): 1.10, atom 4 (C): -1.21, atom 5 (C): -0.78, atom 6 (C): -0.24, atom 7 (H): 0.31, atom 8 (H): 0.32



Among the records above, which one has the highest energy? C5H9N



F_max of number 5 (C5H9N)? 0.628 eV Å⁻¹



Which of these has the lowest energy? C11H32FeN2O9P



energy of number 1 (C7H14FI2NNbO2)? -1232.325320 Eh